(1)
The following is a DFT calculation (ωB97M-V with the def2-TZVPD basis set) of C6H5CdN2O6 as an isolated structure in a non-equilibrium geometry.

```
20
C6H5CdN2O6 ωB97M-V with the def2-TZVPD basis set
O 2.175 4.350 -0.045
C 2.499 3.247 0.148
Cd 0.829 0.922 0.084
O -0.862 3.611 -0.543
C -0.015 2.891 -0.281
C 2.540 -0.441 0.554
O 2.726 -1.587 0.693
C 0.385 1.153 2.411
O -0.277 0.928 3.309
C 1.360 0.717 -2.233
O 1.110 0.291 -3.258
H 3.176 0.535 0.597
N -3.073 -1.791 -0.337
C -1.742 -1.597 -0.198
N -1.005 -2.748 -0.020
O -1.205 -0.441 -0.231
H -3.425 -2.704 -0.253
H -3.690 -1.008 -0.451
H 0.005 -2.708 0.077
H -1.511 -3.622 -0.022
```

## Properties
Energy relative to the best compared isomer or geometry (same formula, charge and spin), eV: 0.851
Net charge: +1
Max |F|, eV/Å: 5.35
Total energy, eV: -26122.7796

***

(2)
The following is a DFT calculation (ωB97M-V with the def2-TZVPD basis set) of one molecule with the formula C6H5ClN4O4S2 in a non-equilibrium geometry.

```
22
C6H5ClN4O4S2 ωB97M-V with the def2-TZVPD basis set
O 3.684 1.524 -0.508
O 2.680 1.737 1.758
O -2.466 -1.235 2.091
O -1.353 -2.984 0.820
Cl 1.333 3.129 -1.474
N -2.873 0.332 -1.312
N -3.638 -0.674 -1.082
C -0.800 1.509 -1.356
C 0.399 -0.389 0.318
C 0.519 1.701 -0.928
C -1.544 0.429 -0.891
C 1.108 0.719 -0.098
C -0.952 -0.462 0.003
N 3.237 -0.529 0.862
N -3.285 -1.780 -0.340
S 2.750 1.003 0.487
S -2.013 -1.678 0.753
H -1.220 2.278 -1.982
H 0.891 -1.101 1.004
H 3.798 -0.818 0.081
H 3.779 -0.427 1.719
H -4.034 -2.283 0.076
```

## Properties
Structure (SMILES): NS(=O)(=O)c1cc2c(cc1Cl)N=NNS2(=O)=O
Net charge: 0
Max |F|, eV/Å: 4.75
Total energy, eV: -54642.5722

***

(3)
The following is a DFT calculation (ωB97M-V with the def2-TZVPD basis set) of C6H5CoNO3 as an isolated structure in a non-equilibrium geometry.

```
16
C6H5CoNO3 ωB97M-V with the def2-TZVPD basis set
O 1.388 -3.600 0.670
C 0.966 -2.549 0.769
Co -0.362 0.759 0.139
C -1.366 0.343 -1.201
C 1.083 1.441 -0.518
O -1.782 -0.140 -2.267
O 2.112 1.557 -1.224
C -1.732 2.847 4.400
C -2.242 1.553 3.884
C -1.644 1.193 2.685
N -1.092 0.941 1.677
H -0.670 2.770 4.682
H -2.325 3.072 5.299
H -1.883 3.650 3.662
H -1.987 0.630 4.503
H -3.327 1.518 3.581
```

## Properties
Net charge: +2
Max |F|, eV/Å: 17.61
2S+1: 4
Total energy, eV: -51538.6862

***

(4)
The following is a DFT calculation (ωB97M-V with the def2-TZVPD basis set) of C6H5F3N2O2 as an isolated structure in a non-equilibrium geometry.

```
18
C6H5F3N2O2 ωB97M-V with the def2-TZVPD basis set
C 0.528 -1.596 -0.718
C -1.203 -0.737 -1.353
C 0.742 1.778 -2.730
C 0.811 -0.095 1.336
C 0.235 -0.489 0.159
C -1.295 3.048 0.233
N -0.266 -1.801 -1.711
N -0.957 -0.023 -0.293
O 1.766 1.313 -2.682
O -0.293 2.211 -2.814
F -0.827 2.570 1.379
F -0.391 3.795 -0.280
F -2.358 3.829 0.460
H 1.357 -2.241 -0.606
H -2.240 -0.691 -1.737
H 0.055 0.446 1.830
H 1.591 -0.573 1.888
H -1.533 2.265 -0.537
```

## Properties
Energy relative to the best compared isomer or geometry (same formula, charge and spin), eV: 0.825
Net charge: 0
Max |F|, eV/Å: 4.36
Total energy, eV: -21529.4079

***

(5)
The following is a DFT calculation (ωB97M-V with the def2-TZVPD basis set) of one molecule with the formula C6H5FN2O in a non-equilibrium geometry.

```
15
C6H5FN2O ωB97M-V with the def2-TZVPD basis set
C 0.707 -2.095 0.436
C -0.412 -0.055 -1.402
C -1.963 1.416 -0.727
C -0.300 0.030 -0.052
C -1.247 0.976 0.365
C 0.811 -0.708 0.911
N 0.619 -3.188 0.101
N 2.183 -0.211 0.798
O -1.467 0.743 -1.868
F -1.429 1.374 1.611
H 0.315 -0.493 -2.033
H -2.453 2.327 -0.885
H 0.255 -0.681 1.823
H 2.252 -0.191 -0.201
H 2.129 0.755 1.122
```

## Properties
Structure (SMILES): N#C[C@@H](N)c1cocc1F
Energy relative to the best compared isomer or geometry (same formula, charge and spin), eV: 1.455
Net charge: 0
Max |F|, eV/Å: 3.82
Total energy, eV: -14045.6192

***

(6)
The following is a DFT calculation (ωB97M-V with the def2-TZVPD basis set) of one molecule with the formula C6H5IN2 in a non-equilibrium geometry.

```
14
C6H5IN2 ωB97M-V with the def2-TZVPD basis set
C 0.495 -2.903 -0.161
C 0.744 -1.777 -0.417
C -1.405 1.624 1.013
C -0.244 0.949 1.116
C -1.002 0.917 -0.957
C 1.094 -0.374 -0.584
N -1.864 1.582 -0.267
N 0.071 0.524 -0.158
I 3.030 -0.077 0.200
H 0.483 -3.903 0.248
H -2.050 1.990 1.853
H 0.539 1.108 1.792
H -1.168 0.696 -1.943
H 1.278 -0.354 -1.734
```

## Properties
Structure (SMILES): C#C[C@H](I)n1ccnc1
Energy relative to the best compared isomer or geometry (same formula, charge and spin), eV: 0.715
Net charge: 0
Max |F|, eV/Å: 3.21
Total energy, eV: -17380.7661

***

(7)
The following is a DFT calculation (ωB97M-V with the def2-TZVPD basis set) of one molecule with the formula C6H5N3 in a non-equilibrium geometry.

```
14
C6H5N3 ωB97M-V with the def2-TZVPD basis set
C 1.646 0.076 -0.267
C -1.978 0.128 -0.159
C 0.259 -2.451 0.371
C 0.347 0.576 -0.077
C -0.681 -0.348 -0.142
C 0.033 2.034 -0.090
N 2.751 -0.226 -0.205
N -3.050 0.434 0.023
N -0.477 -1.687 -0.321
H 0.256 -3.589 0.128
H 0.897 -2.211 1.114
H -0.111 2.453 -1.069
H 0.951 2.702 0.275
H -0.844 2.110 0.419
```

## Properties
Structure (SMILES): C=N/C(C#N)=C(/C)C#N
Energy relative to the best compared isomer or geometry (same formula, charge and spin), eV: 2.914
Net charge: 0
Max |F|, eV/Å: 4.80
Total energy, eV: -10770.3121

***

(8)
The following is a DFT calculation (ωB97M-V with the def2-TZVPD basis set) of one molecule with the formula C6H5N3O2 in a non-equilibrium geometry.

```
16
C6H5N3O2 ωB97M-V with the def2-TZVPD basis set
C -1.238 -2.003 0.089
C -2.198 -1.000 0.487
C 0.371 -0.394 0.027
C -0.512 0.553 0.463
C 2.104 1.416 -0.516
C 1.768 -0.039 -0.412
N 0.009 -1.703 -0.248
N 1.353 2.414 -0.307
N -1.862 0.294 0.618
O -2.674 1.158 0.946
O 0.149 2.370 0.138
H -1.449 -2.985 -0.070
H -3.275 -1.086 0.754
H 3.005 1.832 -0.860
H 2.422 -0.455 0.254
H 2.027 -0.372 -1.361
```

## Properties
Energy relative to the best compared isomer or geometry (same formula, charge and spin), eV: 6.937
Net charge: 0
Max |F|, eV/Å: 4.30
Total energy, eV: -14861.0445

***

(9)
The following is a DFT calculation (ωB97M-V with the def2-TZVPD basis set) of one molecule with the formula C6H5N3O2 in a non-equilibrium geometry.

```
16
C6H5N3O2 ωB97M-V with the def2-TZVPD basis set
C 1.491 1.302 -0.285
C 0.307 2.085 -0.214
C 1.150 -0.022 -0.152
C -0.672 1.182 0.019
C -2.324 -1.193 0.177
C -3.053 -0.108 -0.007
N -0.207 -0.084 -0.024
N -0.957 -1.226 0.081
N -4.344 0.315 -0.026
O -4.684 1.317 0.569
O -5.082 -0.399 -0.707
H 2.484 1.698 -0.363
H 0.231 3.151 -0.242
H 1.758 -0.904 -0.173
H -2.750 -2.166 0.413
H -0.452 -2.037 0.412
```

## Properties
Energy relative to the best compared isomer or geometry (same formula, charge and spin), eV: 9.822
Net charge: 0
Max |F|, eV/Å: 4.50
Total energy, eV: -14858.1593

***

(10)
The following is a DFT calculation (ωB97M-V with the def2-TZVPD basis set) of one molecule with the formula C6H5N3O3 in a non-equilibrium geometry.

```
17
C6H5N3O3 ωB97M-V with the def2-TZVPD basis set
O -1.599 2.457 -0.709
N 1.276 -1.351 -0.885
N 0.758 0.861 -1.490
O 1.822 -0.672 -2.861
O 0.709 -2.338 1.060
C -0.873 1.856 0.123
C 1.399 -0.292 -1.635
C 0.653 -1.261 0.280
C 0.081 0.902 -0.334
C -0.003 -0.129 0.620
N -1.241 1.553 1.422
C -0.956 0.146 1.634
H 1.414 0.001 -3.430
H 1.164 -3.056 0.577
H -2.170 1.878 1.684
H -1.849 -0.394 1.348
H -0.586 -0.162 2.594
```

## Properties
Structure (SMILES): O=C1NCc2c(O)nc(O)nc21
Energy relative to the best compared isomer or geometry (same formula, charge and spin), eV: 0.187
Net charge: 0
Max |F|, eV/Å: 5.68
Total energy, eV: -16915.6133

***

(11)
The following is a DFT calculation (ωB97M-V with the def2-TZVPD basis set) of C6H5NO as an isolated structure in a non-equilibrium geometry.

```
13
C6H5NO ωB97M-V with the def2-TZVPD basis set
C -0.076 -1.156 1.107
C 0.175 0.089 0.645
C -0.663 1.286 -0.805
C -0.412 -0.080 -0.656
C -0.725 -1.426 -0.197
C 1.207 1.066 0.208
N 0.646 0.798 -1.223
O -1.360 2.266 -0.638
H 0.071 -1.851 1.925
H -0.243 -2.202 -0.892
H -1.737 -1.617 -0.244
H 0.843 2.122 0.406
H 2.274 0.707 0.364
```

## Properties
Energy relative to the best compared isomer or geometry (same formula, charge and spin), eV: 5.948
Net charge: 0
Max |F|, eV/Å: 4.47
Total energy, eV: -9833.2598

***

(12)
The following is a DFT calculation (ωB97M-V with the def2-TZVPD basis set) of one molecule with the formula C6H5NO in a non-equilibrium geometry.

```
13
C6H5NO ωB97M-V with the def2-TZVPD basis set
C -0.220 1.617 1.457
C 0.188 0.661 0.427
C -0.788 0.661 -0.572
C -0.216 -1.265 -1.408
C 0.688 -1.520 -0.503
C 1.009 -0.373 0.531
H -1.144 2.300 1.074
H 0.107 1.539 2.544
H -1.371 1.656 -0.890
H -0.430 -2.107 -2.071
H 1.262 -2.587 -0.344
N -1.096 -0.235 -1.416
O 2.010 -0.346 1.170
```

## Properties
Structure (SMILES): C=C1C=NC=CC1=O
Energy relative to the best compared isomer or geometry (same formula, charge and spin), eV: 2.825
Net charge: 0
Max |F|, eV/Å: 10.60
Total energy, eV: -9836.3829